{
  "formula": "C18H54N4O7",
  "method": "ωB97M-V/def2-TZVPD",
  "species": ["C", "O", "C", "C", "C", "N", "H", "H", "H", "H", "H", "H", "H", "H", "H", "H", "H", "C", "O", "C", "C", "C", "N", "H", "H", "H", "H", "H", "H", "H", "H", "H", "H", "H", "C", "O", "C", "C", "C", "N", "H", "H", "H", "H", "H", "H", "H", "H", "H", "H", "H", "C", "O", "C", "C", "C", "N", "H", "H", "H", "H", "H", "H", "H", "H", "H", "H", "H", "C", "C", "O", "H", "H", "H", "H", "H", "H", "O", "H", "H", "O", "H", "H"],
  "xyz": [[0.916, 0.574, -3.303], [1.784, 1.316, -4.187], [3.103, 0.800, -4.009], [4.107, 1.706, -4.911], [5.528, 1.174, -4.852], [4.181, 3.058, -4.389], [0.019, 1.149, -3.073], [1.343, 0.366, -2.323], [0.680, -0.341, -3.847], [3.362, 0.997, -2.968], [3.197, -0.274, -4.163], [3.853, 1.737, -5.971], [5.557, 0.177, -5.293], [5.850, 1.092, -3.814], [6.192, 1.849, -5.391], [3.222, 3.367, -4.326], [4.509, 3.111, -3.435], [2.554, 3.471, 4.619], [2.987, 2.165, 4.365], [1.879, 1.296, 4.166], [2.191, -0.218, 4.022], [1.035, -0.990, 3.421], [2.492, -0.791, 5.320], [3.401, 4.152, 4.699], [1.979, 3.562, 5.540], [2.083, 3.824, 3.701], [1.131, 1.396, 4.952], [1.301, 1.668, 3.320], [3.086, -0.349, 3.413], [0.123, -0.926, 4.015], [1.275, -2.030, 3.197], [0.695, -0.526, 2.496], [3.239, -0.218, 5.685], [1.748, -0.559, 5.962], [-6.012, 0.187, -0.173], [-5.467, -0.875, 0.614], [-4.269, -0.595, 1.415], [-3.687, -1.967, 1.879], [-2.464, -1.785, 2.802], [-3.112, -2.631, 0.702], [-6.658, 0.849, 0.404], [-6.471, -0.263, -1.053], [-5.277, 0.884, -0.575], [-3.534, -0.059, 0.816], [-4.520, 0.080, 2.233], [-4.449, -2.608, 2.323], [-1.997, -2.758, 2.954], [-2.718, -1.361, 3.773], [-1.604, -1.285, 2.355], [-3.889, -2.653, 0.057], [-2.467, -1.966, 0.301], [-1.147, -2.758, -3.875], [-0.025, -3.244, -3.141], [-0.036, -2.776, -1.806], [1.387, -2.796, -1.208], [1.924, -4.156, -1.014], [1.282, -2.029, 0.059], [-1.300, -1.679, -3.861], [-1.979, -3.300, -3.425], [-1.113, -3.091, -4.913], [-0.330, -1.727, -1.796], [-0.804, -3.283, -1.222], [2.096, -2.301, -1.871], [1.414, -4.513, -0.119], [3.005, -4.154, -0.871], [1.727, -4.828, -1.849], [0.811, -1.141, -0.036], [0.669, -2.546, 0.674], [-2.934, 3.280, 0.877], [-2.167, 2.910, 2.136], [-0.959, 2.202, 1.803], [-3.651, 4.039, 1.190], [-3.433, 2.431, 0.411], [-2.388, 3.772, 0.071], [-2.638, 2.167, 2.779], [-1.956, 3.753, 2.793], [-0.345, 2.897, 1.556], [-0.422, 0.217, 0.076], [-0.543, 0.908, 0.727], [-1.007, 0.458, -0.642], [-2.231, 0.960, -1.992], [-2.062, 1.813, -2.393], [-2.850, 0.534, -2.585]],
  "charge": 0,
  "e_above_lowest_ev": 1.578,
  "total_energy_ev": -39831.2735,
  "smiles": "COC[C@H](C)N.COC[C@H](C)N.COC[C@H](C)N.COC[C@H](C)N.CCO.O.O"
}



{
  "formula": "C18H54NNbO8PSSi4",
  "method": "ωB97M-V/def2-TZVPD",
  "species": ["C", "C", "N", "Nb", "O", "S", "C", "O", "C", "C", "O", "C", "P", "O", "O", "O", "H", "H", "H", "H", "H", "H", "H", "H", "H", "H", "H", "H", "H", "H", "H", "H", "H", "H", "O", "Si", "C", "C", "C", "Si", "C", "C", "C", "H", "H", "H", "H", "H", "H", "H", "H", "H", "H", "H", "H", "H", "H", "H", "H", "H", "H", "O", "Si", "C", "C", "C", "Si", "C", "C", "C", "H", "H", "H", "H", "H", "H", "H", "H", "H", "H", "H", "H", "H", "H", "H", "H", "H", "H"],
  "xyz": [[3.546, -6.080, 4.343], [4.703, -5.374, 3.673], [4.307, -4.552, 2.522], [2.987, -2.962, 2.850], [3.463, -2.762, 4.812], [1.383, -1.024, 2.945], [2.200, -3.339, 0.716], [1.046, -4.235, 0.639], [-0.149, -3.650, 0.810], [-0.978, -4.158, 1.947], [-0.558, -2.758, 0.076], [4.572, -1.521, 2.026], [4.709, 0.065, 2.794], [6.100, 0.554, 2.802], [4.181, 0.071, 4.294], [3.782, 1.075, 1.935], [3.967, -6.856, 4.978], [2.896, -6.536, 3.611], [2.992, -5.417, 4.993], [5.362, -6.159, 3.301], [5.278, -4.820, 4.417], [5.147, -4.206, 2.074], [1.601, -4.037, 3.383], [4.413, -2.623, 4.860], [1.519, -0.428, 1.757], [1.964, -2.404, 0.212], [2.962, -3.840, 0.133], [-1.960, -4.400, 1.559], [-1.095, -3.358, 2.666], [-0.529, -4.998, 2.452], [5.568, -1.942, 2.055], [4.309, -1.316, 0.990], [3.272, -0.265, 4.362], [3.305, 1.639, 2.548], [1.203, 3.496, -2.758], [1.853, 3.005, -1.319], [2.243, 4.490, -0.247], [3.425, 2.041, -1.608], [0.637, 1.918, -0.419], [1.566, 4.408, -4.069], [0.129, 4.386, -5.262], [3.080, 3.735, -4.938], [1.900, 6.180, -3.563], [3.023, 5.109, -0.696], [2.595, 4.163, 0.733], [1.357, 5.113, -0.104], [3.247, 1.199, -2.281], [3.805, 1.650, -0.662], [4.201, 2.670, -2.051], [0.394, 1.030, -1.005], [-0.294, 2.451, -0.213], [1.064, 1.592, 0.532], [-0.086, 3.369, -5.596], [0.360, 4.992, -6.139], [-0.773, 4.788, -4.797], [3.964, 3.808, -4.302], [3.275, 4.297, -5.855], [2.941, 2.685, -5.204], [2.788, 6.247, -2.933], [1.056, 6.591, -3.004], [2.062, 6.804, -4.445], [-5.250, 0.736, -0.691], [-3.910, -0.233, -0.626], [-3.904, -1.428, -2.065], [-3.888, -1.210, 0.964], [-2.373, 0.813, -0.708], [-6.885, 0.642, -0.682], [-7.610, 2.359, -0.805], [-7.488, -0.153, 0.901], [-7.492, -0.372, -2.134], [-4.743, -2.126, -2.006], [-2.979, -2.007, -2.061], [-3.974, -0.895, -3.017], [-3.950, -0.548, 1.831], [-2.960, -1.782, 1.032], [-4.727, -1.910, 1.013], [-2.328, 1.514, 0.128], [-2.334, 1.389, -1.635], [-1.492, 0.170, -0.662], [-7.294, 2.979, 0.036], [-8.701, 2.307, -0.801], [-7.295, 2.852, -1.727], [-7.155, -1.190, 0.972], [-8.580, -0.144, 0.940], [-7.111, 0.384, 1.773], [-7.161, -1.409, -2.054], [-7.115, 0.032, -3.076], [-8.584, -0.367, -2.173]],
  "charge": -1,
  "total_energy_ev": -90609.6852
}